1.
Here is a molecular structure, C23H21BFFeN7O3 from OMol25. Energies are from ωB97M-V with the def2-TZVPD basis set.

```
57
Properties=species:S:1:pos:R:3
Fe 0.061 -0.132 0.089
C 4.089 -1.611 0.137
C 3.205 -0.626 -0.294
N 1.969 -0.903 0.116
N 2.033 -2.056 0.833
C 3.300 -2.493 0.848
B 0.800 -2.711 1.498
N 0.114 -1.739 2.474
C -0.283 -1.963 3.736
C -0.911 -0.829 4.208
C -0.864 0.064 3.139
N -0.247 -0.490 2.099
N -0.233 -3.023 0.358
C -0.892 -4.115 0.177
C -1.943 -4.260 -0.799
C -2.675 -3.254 -1.315
N -2.567 -1.912 -1.032
H 5.148 -1.671 -0.041
H 3.399 0.254 -0.885
H 3.554 -3.401 1.368
H 1.124 -3.708 2.071
H -0.079 -2.906 4.214
H -1.333 -0.670 5.185
H -1.237 1.074 3.072
H -0.614 -4.940 0.818
H -2.209 -5.272 -1.071
H -3.456 -3.485 -2.037
C -7.723 0.356 0.105
C -6.941 1.641 0.339
C -7.511 2.773 -0.499
C -6.726 4.052 -0.282
C -5.275 3.825 -0.590
C -4.477 4.847 -1.040
C -3.123 4.630 -1.293
F -2.389 5.660 -1.727
C -2.541 3.414 -1.103
C -3.338 2.347 -0.658
C -2.715 1.056 -0.428
O -1.457 0.956 -0.534
C -3.583 0.016 -0.030
C -4.906 0.287 0.213
N -5.483 1.474 0.030
C -4.707 2.544 -0.412
C -3.132 -1.404 0.129
O -3.246 -2.024 1.163
O -0.448 -2.027 -0.490
H -8.785 0.594 0.154
H -7.538 -0.409 0.856
H -7.516 -0.054 -0.885
H -7.002 1.917 1.395
H -8.553 2.910 -0.213
H -7.498 2.484 -1.554
H -6.829 4.367 0.762
H -7.114 4.865 -0.895
H -4.888 5.837 -1.199
H -1.489 3.260 -1.292
H -5.541 -0.510 0.567
```

⟨S²⟩: 8.7694
E_tot, eV: -78541.289
Multiplicity: 6
E_HOMO (alpha / beta), eV: -11.4587 / -11.3994
Charge: +1
Kohn-Sham gap (alpha / beta), eV: 8.4 / 7.0

In the Löwdin picture, each atom carries the following charge in e: atom 1 (Fe): 0.947, atom 2 (C): -0.034, atom 3 (C): -0.109, atom 4 (N): -0.047, atom 5 (N): -0.015, atom 6 (C): -0.048, atom 7 (B): -0.467, atom 8 (N): -0.016, atom 9 (C): -0.048, atom 10 (C): -0.036, atom 11 (C): -0.116, atom 12 (N): -0.026, atom 13 (N): -0.052, atom 14 (C): -0.019, atom 15 (C): -0.027, atom 16 (C): -0.098, atom 17 (N): 0.181, atom 18 (H): 0.104, atom 19 (H): 0.116, atom 20 (H): 0.131, atom 21 (H): 0.128, atom 22 (H): 0.131, atom 23 (H): 0.102, atom 24 (H): 0.116, atom 25 (H): 0.139, atom 26 (H): 0.109, atom 27 (H): 0.134, atom 28 (C): -0.042, atom 29 (C): -0.285, atom 30 (C): -0.143, atom 31 (C): -0.119, atom 32 (C): -0.126, atom 33 (C): 0.074, atom 34 (C): -0.249, atom 35 (F): 0.094, atom 36 (C): 0.081, atom 37 (C): -0.042, atom 38 (C): -0.266, atom 39 (O): -0.087, atom 40 (C): -0.030, atom 41 (C): 0.041, atom 42 (N): 0.049, atom 43 (C): -0.054, atom 44 (C): -0.430, atom 45 (O): 0.141, atom 46 (O): -0.176, atom 47 (H): 0.094, atom 48 (H): 0.082, atom 49 (H): 0.102, atom 50 (H): 0.162, atom 51 (H): 0.129, atom 52 (H): 0.140, atom 53 (H): 0.136, atom 54 (H): 0.128, atom 55 (H): 0.141, atom 56 (H): 0.136, atom 57 (H): 0.139



2.
Here is a molecular structure, C23H21BFFeN7O3 from OMol25. Energies are from ωB97M-V with the def2-TZVPD basis set.

```
57
Properties=species:S:1:pos:R:3
Fe -0.027 0.204 -0.008
C 4.334 -0.340 -0.660
C 3.088 -0.018 -1.183
N 2.208 0.148 -0.193
N 2.862 -0.048 0.965
C 4.141 -0.342 0.711
B 2.190 -0.010 2.362
N 1.389 1.291 2.507
C 1.556 2.280 3.394
C 0.602 3.254 3.149
C -0.127 2.767 2.070
N 0.361 1.586 1.704
N 1.201 -1.190 2.452
C 1.284 -2.287 3.216
C 0.170 -3.074 2.977
C -0.562 -2.365 2.030
N 0.074 -1.237 1.727
H 5.236 -0.549 -1.198
H 2.798 0.121 -2.209
H 4.840 -0.531 1.501
H 3.011 -0.086 3.202
H 2.324 2.242 4.140
H 0.455 4.178 3.667
H -0.958 3.203 1.553
H 2.110 -2.450 3.879
H -0.078 -4.015 3.421
H -1.502 -2.605 1.570
C -3.568 -0.029 -6.406
C -3.610 -1.468 -5.893
C -2.933 -2.365 -6.924
C -2.813 -3.791 -6.413
C -1.993 -3.764 -5.162
C -1.109 -4.778 -4.864
C -0.333 -4.714 -3.708
F 0.559 -5.679 -3.469
C -0.468 -3.682 -2.817
C -1.365 -2.648 -3.100
C -1.479 -1.559 -2.139
O -0.794 -1.579 -1.088
C -2.422 -0.555 -2.499
C -3.108 -0.626 -3.682
N -2.938 -1.592 -4.590
C -2.111 -2.654 -4.297
C -2.662 0.676 -1.619
O -3.747 1.207 -1.661
O -1.634 1.030 -0.957
H -3.888 -0.024 -7.445
H -2.554 0.364 -6.362
H -4.225 0.642 -5.864
H -4.653 -1.779 -5.756
H -1.937 -1.975 -7.139
H -3.511 -2.334 -7.845
H -2.346 -4.431 -7.163
H -3.804 -4.201 -6.198
H -1.003 -5.624 -5.524
H 0.097 -3.646 -1.900
H -3.824 0.154 -3.897
```

⟨S²⟩: 8.7592
E_tot, eV: -78543.765
Multiplicity: 6
E_HOMO (alpha / beta), eV: -11.3747 / -11.3565
Charge: +1
Kohn-Sham gap (alpha / beta), eV: 8.5 / 5.8

In the Löwdin picture, each atom carries the following charge in e: atom 1 (Fe): 1.285, atom 2 (C): -0.027, atom 3 (C): -0.112, atom 4 (N): -0.023, atom 5 (N): -0.029, atom 6 (C): -0.039, atom 7 (B): -0.497, atom 8 (N): -0.031, atom 9 (C): -0.035, atom 10 (C): -0.025, atom 11 (C): -0.101, atom 12 (N): -0.031, atom 13 (N): -0.028, atom 14 (C): -0.040, atom 15 (C): -0.027, atom 16 (C): -0.109, atom 17 (N): -0.015, atom 18 (H): 0.105, atom 19 (H): 0.115, atom 20 (H): 0.131, atom 21 (H): 0.124, atom 22 (H): 0.131, atom 23 (H): 0.104, atom 24 (H): 0.119, atom 25 (H): 0.130, atom 26 (H): 0.103, atom 27 (H): 0.117, atom 28 (C): -0.035, atom 29 (C): -0.292, atom 30 (C): -0.140, atom 31 (C): -0.118, atom 32 (C): -0.130, atom 33 (C): 0.074, atom 34 (C): -0.248, atom 35 (F): 0.092, atom 36 (C): 0.075, atom 37 (C): -0.044, atom 38 (C): -0.288, atom 39 (O): -0.072, atom 40 (C): -0.014, atom 41 (C): 0.047, atom 42 (N): 0.039, atom 43 (C): -0.061, atom 44 (C): -0.588, atom 45 (O): 0.113, atom 46 (O): -0.085, atom 47 (H): 0.091, atom 48 (H): 0.100, atom 49 (H): 0.078, atom 50 (H): 0.165, atom 51 (H): 0.137, atom 52 (H): 0.129, atom 53 (H): 0.127, atom 54 (H): 0.136, atom 55 (H): 0.137, atom 56 (H): 0.132, atom 57 (H): 0.146



3.
Here is a molecular structure, C23H21BiN8O4S4Se from OMol25. Energies are from ωB97M-V with the def2-TZVPD basis set.

```
62
Properties=species:S:1:pos:R:3
Bi 0.678 -0.847 -0.560
N 2.554 2.081 0.232
C 2.942 3.445 -0.167
C 2.409 3.829 -1.546
C 0.858 3.804 -1.634
O 0.328 4.679 -2.337
O 0.286 2.886 -0.979
H 3.119 1.401 -0.270
H 1.597 2.009 -0.157
H 4.030 3.544 -0.122
H 2.527 4.138 0.576
H 2.795 3.123 -2.290
H 2.758 4.826 -1.823
O 7.579 -2.759 -0.981
C 6.388 -2.528 -0.989
S 5.584 -1.500 -2.171
C 3.937 -1.674 -1.568
C 3.779 -2.453 -0.481
S 2.293 -2.894 0.330
S 5.241 -3.186 0.173
S 2.705 -0.836 -2.486
Se -6.679 -3.000 -1.954
N -6.049 -1.578 -1.013
C -4.787 -1.495 -1.271
C -3.931 -0.454 -0.693
C -4.439 0.600 0.064
C -3.567 1.514 0.624
C -2.200 1.305 0.466
N -1.726 0.281 -0.222
C -2.553 -0.545 -0.858
C -1.855 -1.590 -1.713
N -0.835 -0.871 -2.520
C -0.488 -1.408 -3.664
C -1.155 -2.449 -4.320
C -2.387 -2.839 -3.790
C -2.831 -2.358 -2.582
C -4.205 -2.487 -2.194
N -5.054 -3.376 -2.650
H -5.511 0.682 0.191
H -3.925 2.369 1.182
H -1.461 1.975 0.890
H 0.383 -0.960 -4.135
H -0.815 -2.781 -5.290
H -3.061 -3.463 -4.369
C 0.456 1.719 5.450
N 0.595 0.653 4.497
C -0.318 -0.467 4.494
C -0.151 -1.002 3.063
O -0.715 -1.988 2.642
N 0.699 -0.177 2.381
C 1.070 0.789 3.210
N 1.859 1.782 2.834
H 0.642 1.351 6.461
H -0.547 2.164 5.426
H 1.177 2.511 5.258
H -1.355 -0.155 4.651
H -0.058 -1.231 5.229
H 2.196 1.831 1.811
H 2.158 2.461 3.507
C -0.977 -2.420 -0.767
H -0.568 -3.293 -1.276
H -1.422 -2.692 0.192
```

E_tot, eV: -158833.016
E_HOMO, eV: -1.6837
Charge: -2
Kohn-Sham gap, eV: 5.4

In the Löwdin picture, each atom carries the following charge in e: atom 1 (Bi): 1.442, atom 2 (N): -0.043, atom 3 (C): -0.266, atom 4 (C): -0.128, atom 5 (C): -0.712, atom 6 (O): -0.063, atom 7 (O): -0.103, atom 8 (H): 0.063, atom 9 (H): 0.005, atom 10 (H): 0.097, atom 11 (H): 0.103, atom 12 (H): 0.108, atom 13 (H): 0.094, atom 14 (O): -0.123, atom 15 (C): -1.072, atom 16 (S): 0.906, atom 17 (C): -1.197, atom 18 (C): -1.198, atom 19 (S): 0.372, atom 20 (S): 0.903, atom 21 (S): 0.373, atom 22 (Se): 0.918, atom 23 (N): -0.248, atom 24 (C): -0.341, atom 25 (C): -0.088, atom 26 (C): -0.013, atom 27 (C): -0.055, atom 28 (C): -0.114, atom 29 (N): 0.042, atom 30 (C): -0.161, atom 31 (C): -0.485, atom 32 (N): -0.065, atom 33 (C): -0.230, atom 34 (C): -0.113, atom 35 (C): -0.067, atom 36 (C): -0.139, atom 37 (C): -0.354, atom 38 (N): -0.275, atom 39 (H): 0.105, atom 40 (H): 0.094, atom 41 (H): 0.104, atom 42 (H): 0.072, atom 43 (H): 0.070, atom 44 (H): 0.102, atom 45 (C): -0.059, atom 46 (N): -0.113, atom 47 (C): -0.063, atom 48 (C): -0.503, atom 49 (O): 0.034, atom 50 (N): 0.109, atom 51 (C): -0.413, atom 52 (N): 0.191, atom 53 (H): 0.084, atom 54 (H): 0.089, atom 55 (H): 0.070, atom 56 (H): 0.127, atom 57 (H): 0.125, atom 58 (H): 0.063, atom 59 (H): 0.082, atom 60 (C): -0.251, atom 61 (H): 0.056, atom 62 (H): 0.048



Strongest force on any atom (eV/Å)
0.58; 4.32; 0.25
Energy above the lowest of the compared OMol25 structures with the same formula, charge and spin (kcal per mole)
92.6; 35.5; 26.5